{"formula": "C53H54IN2O2P2S", "method": "wB97M-V/def2-TZVPD", "total_charge": 1, "homo_energy_ev": -10.7, "gap_ev": 6.9, "largest_force_ha_per_bohr": 0.05431, "e_tot_ev": -100420.2322, "elements": ["O", "C", "C", "C", "C", "N", "P", "S", "C", "N", "P", "O", "I", "C", "C", "C", "C", "C", "C", "H", "H", "H", "H", "H", "H", "H", "H", "H", "H", "H", "H", "C", "C", "C", "C", "C", "C", "H", "H", "H", "H", "H", "H", "C", "C", "C", "C", "C", "C", "H", "H", "H", "H", "H", "H", "C", "C", "C", "C", "C", "C", "H", "H", "H", "H", "H", "H", "C", "C", "C", "C", "C", "C", "H", "H", "H", "H", "H", "H", "C", "C", "C", "C", "C", "C", "H", "H", "H", "H", "H", "H", "C", "C", "C", "C", "C", "C", "H", "H", "H", "H", "H", "H", "C", "C", "C", "C", "C", "C", "H", "H", "H", "H", "H", "H"], "coordinates": [[3.54250, 1.54472, 1.63050], [3.35748, 0.36849, 1.36326], [2.13689, -0.35467, 1.94233], [0.94511, -0.34158, 1.03745], [0.73072, 0.20525, -0.18545], [-0.55693, -0.12909, -0.53276], [-1.50338, 0.21329, -1.98436], [-2.30940, -1.45498, -2.53489], [-1.15090, -0.85691, 0.41513], [-0.23485, -0.98305, 1.36247], [-0.43320, -1.90904, 2.88883], [-2.02986, -2.18833, 2.98401], [0.56171, -4.06931, 2.30144], [4.33234, -0.37823, 0.51390], [4.34185, -1.75316, 0.45698], [5.26066, -2.40848, -0.31468], [6.20538, -1.70802, -1.01856], [6.20366, -0.34086, -0.97296], [5.28066, 0.30864, -0.20556], [2.37652, -1.39869, 2.16578], [1.85332, 0.11106, 2.88935], [1.42782, 0.78935, -0.76235], [-2.55399, 1.09221, -1.65132], [-0.69647, 0.74176, -3.00677], [-2.15312, -1.25176, 0.40524], [-2.33362, -2.78138, 2.27080], [3.62739, -2.36060, 1.00006], [5.26260, -3.48921, -0.37949], [6.92995, -2.25777, -1.60421], [6.92488, 0.23174, -1.54063], [5.29164, 1.39082, -0.14159], [-3.76171, 2.94420, 1.19235], [-3.20419, 1.69192, 1.41214], [-3.78058, 0.82248, 2.32857], [-4.92217, 1.20314, 3.01937], [-5.48234, 2.45323, 2.79773], [-4.89987, 3.32575, 1.88727], [-3.30969, 3.62344, 0.48007], [-2.31578, 1.39646, 0.86629], [-3.34331, -0.15179, 2.50721], [-5.37518, 0.52494, 3.73083], [-6.37351, 2.74890, 3.33575], [-5.33420, 4.30277, 1.71921], [-6.84284, 8.22539, 2.88473], [-6.28438, 6.97386, 3.10336], [-6.86153, 6.10562, 4.02042], [-8.00325, 6.48615, 4.71208], [-8.56357, 7.73628, 4.49067], [-7.98142, 8.60739, 3.58026], [-6.39081, 8.90354, 2.17227], [-5.39677, 6.67553, 2.55848], [-6.42165, 5.13135, 4.19610], [-8.45634, 5.80803, 5.42402], [-9.45464, 8.03243, 5.02901], [-8.41589, 9.58427, 3.41196], [1.18860, -2.92553, -4.70540], [2.17815, -3.39007, -5.55996], [3.48630, -3.50489, -5.10929], [3.80269, -3.16296, -3.80125], [2.81229, -2.70116, -2.94571], [1.50712, -2.57935, -3.39992], [0.16811, -2.83285, -5.05664], [1.92921, -3.66235, -6.57768], [4.25956, -3.86159, -5.77742], [4.82210, -3.25625, -3.44901], [3.05962, -2.43552, -1.92639], [0.73140, -2.21423, -2.73599], [-0.24965, -0.62053, -7.28549], [0.49147, -1.12072, -8.34692], [-0.09797, -1.27084, -9.59440], [-1.42604, -0.91246, -9.78214], [-2.16613, -0.40924, -8.72137], [-1.57927, -0.26683, -7.47169], [0.21031, -0.50674, -6.31101], [1.52930, -1.39396, -8.20129], [0.47778, -1.66640, -10.42119], [-1.88412, -1.02544, -10.75615], [-3.20116, -0.12864, -8.86881], [-2.15907, 0.12087, -6.64276], [4.15620, -4.65156, 3.29063], [5.19533, -5.03355, 2.45274], [6.48825, -5.12313, 2.94814], [6.73979, -4.83909, 4.28368], [5.70001, -4.46057, 5.12194], [4.40793, -4.36280, 4.62475], [3.14724, -4.57715, 2.90331], [4.99700, -5.26210, 1.41227], [7.30012, -5.41538, 2.29461], [7.74734, -4.91351, 4.67144], [5.89718, -4.24137, 6.16329], [3.59714, -4.06283, 5.27765], [-4.87502, -3.22073, 1.06066], [-4.77334, -3.69050, -0.24458], [-5.10507, -5.00474, -0.53803], [-5.54718, -5.84846, 0.47270], [-5.65150, -5.37976, 1.77602], [-5.31191, -4.06677, 2.07246], [-4.61599, -2.19039, 1.28965], [-4.43550, -3.02551, -1.03011], [-5.02004, -5.37187, -1.55250], [-5.81091, -6.87279, 0.24423], [-5.99839, -6.03862, 2.56128], [-5.39075, -3.70246, 3.08936], [5.03143, 7.11264, 1.91536], [5.24290, 6.66803, 0.61776], [5.03291, 5.33321, 0.29898], [4.60268, 4.44389, 1.27589], [4.38840, 4.89066, 2.57226], [4.60629, 6.22349, 2.89334], [5.19819, 8.15257, 2.16513], [5.57233, 7.36210, -0.14506], [5.20435, 4.98567, -0.71271], [4.43437, 3.40568, 1.02978], [4.05175, 4.19768, 3.33346], [4.44411, 6.57023, 3.90597]], "forces_ev_per_a": [[-0.6187, -1.1120, -0.1649], [0.6408, 0.9745, 0.1674], [-0.2370, -0.2728, 0.1030], [0.2419, 0.1599, -0.3520], [0.4394, -0.0361, 0.7475], [-0.9502, 1.1130, -1.6642], [-1.5777, -1.9964, -1.1513], [0.1379, 0.2537, -0.0020], [1.4249, 0.4712, 0.0130], [-0.7860, -1.2886, 1.0254], [0.1379, 0.0703, 1.6774], [0.8776, -0.0749, -1.2451], [-0.5342, 0.3545, -0.3292], [-0.8397, -0.0536, 0.6268], [-0.8250, -0.7531, 0.3272], [0.2663, -0.9980, -0.0921], [0.3981, -0.6574, -0.4670], [0.6738, 0.5879, -0.5105], [-0.0362, 1.4900, 0.1049], [0.0669, 0.0852, 0.0234], [0.1814, 0.1633, -0.0654], [-0.2852, 0.0361, -0.3027], [0.8471, 0.5439, 0.3156], [0.4487, 0.4886, 0.7927], [-0.0049, -0.0145, -0.1067], [-0.4958, -0.1259, 0.3218], [-0.0100, 0.0746, 0.0582], [-0.0842, 0.0033, 0.1382], [0.0695, 0.1189, -0.0759], [0.0413, -0.0108, 0.0366], [-0.0115, -0.0267, -0.0339], [0.0478, 0.0151, -0.0795], [-0.1131, 0.0120, 0.0291], [0.0327, -0.0151, -0.1006], [-0.0281, -0.0216, 0.0287], [0.0393, 0.0141, -0.0141], [-0.0261, -0.0089, 0.0189], [-0.0037, 0.0146, 0.0220], [0.0640, 0.0925, 0.0588], [-0.0182, -0.0100, 0.0608], [0.0044, 0.0057, -0.0002], [-0.0005, -0.0020, -0.0128], [-0.0228, -0.0163, -0.0034], [0.0034, 0.0084, -0.0197], [0.0002, -0.0371, 0.0028], [-0.0102, 0.0029, -0.0442], [-0.0005, -0.0246, 0.0062], [-0.0063, 0.0058, 0.0085], [-0.0010, -0.0075, -0.0043], [-0.0014, -0.0018, 0.0069], [0.0196, 0.0292, 0.0257], [0.0143, 0.0143, 0.0190], [0.0024, 0.0106, 0.0029], [0.0096, 0.0011, 0.0019], [-0.0012, -0.0068, -0.0025], [-0.1134, 0.0294, -0.0139], [0.0239, 0.0092, -0.0227], [0.0059, 0.0010, 0.0194], [0.0063, -0.0003, 0.0008], [0.0102, 0.0268, -0.0114], [0.0037, 0.0557, 0.0084], [0.0079, -0.0146, -0.0048], [-0.0104, 0.0052, 0.0084], [-0.0078, -0.0098, 0.0079], [0.0095, 0.0059, 0.0037], [0.0271, 0.0192, 0.0230], [-0.0523, -0.0683, 0.0085], [-0.0360, 0.0243, 0.0351], [0.0336, -0.0321, 0.0141], [-0.0110, 0.0036, -0.0024], [0.0113, -0.0071, 0.0041], [-0.0296, -0.0009, 0.0008], [0.0273, 0.0001, 0.0045], [0.0276, -0.0101, -0.0168], [-0.0050, 0.0079, 0.0037], [0.0004, 0.0142, 0.0005], [0.0000, 0.0001, 0.0063], [0.0051, -0.0074, -0.0007], [-0.0099, -0.0004, -0.0126], [0.0506, 0.0086, -0.0331], [-0.0148, 0.0349, -0.0267], [0.0163, 0.0035, -0.0072], [-0.0160, 0.0060, -0.0102], [0.0172, 0.0187, 0.0127], [-0.0359, 0.0285, -0.0084], [0.2354, -0.0612, 0.0724], [0.0007, -0.0320, 0.0146], [-0.0040, -0.0148, 0.0102], [-0.0065, -0.0005, 0.0003], [0.0000, -0.0006, -0.0074], [0.0057, -0.0243, 0.0087], [0.1839, -0.0195, -0.0109], [0.1067, 0.1167, 0.0045], [-0.0095, -0.0369, 0.0312], [0.0156, 0.0347, 0.0174], [0.0088, -0.0271, -0.0134], [0.0598, 0.0140, 0.0602], [-0.1356, 0.0366, -0.0191], [-0.0287, -0.0153, -0.0164], [-0.0211, 0.0107, 0.0022], [-0.0030, 0.0058, 0.0052], [-0.0014, 0.0069, -0.0044], [-0.0299, -0.0015, -0.0064], [-0.0069, -0.0003, 0.0091], [0.0144, 0.0090, -0.0349], [-0.0277, 0.0266, 0.0608], [0.0627, 0.0789, -0.1519], [-0.0091, -0.0024, 0.0256], [-0.0118, 0.0000, -0.0052], [0.0027, -0.0052, -0.0022], [0.0097, -0.0020, 0.0113], [0.0010, 0.0134, 0.0001], [0.0326, 0.1026, 0.0386], [0.0119, -0.0100, -0.0127], [0.0000, 0.0031, -0.0057]], "mulliken_charge": [-0.497, -0.588, -0.505, 0.184, -0.314, 0.438, 0.262, -0.324, -1.157, 0.556, -0.050, -0.277, 0.085, 0.756, 0.305, -0.738, -0.493, -0.893, -0.382, 0.304, 0.641, 0.602, 0.117, 0.141, 0.741, 0.259, 0.092, 0.425, 0.484, 0.433, 0.419, -0.774, -0.162, -0.296, -0.751, -0.417, -0.328, 0.388, 0.420, 0.629, 0.403, 0.443, 0.417, -0.448, -0.308, -0.175, -0.487, -0.367, -0.393, 0.363, 0.386, 0.351, 0.363, 0.363, 0.359, -0.658, -0.511, -0.607, -0.374, 0.101, -0.428, 0.538, 0.476, 0.381, 0.343, 0.390, 0.342, -0.278, -0.414, -0.439, -0.399, -0.416, -0.362, 0.447, 0.434, 0.367, 0.367, 0.364, 0.333, 0.438, -0.513, -0.418, -0.441, -0.366, -0.507, -0.296, 0.498, 0.387, 0.382, 0.381, 0.384, -0.434, -0.394, -0.498, -0.400, -0.474, -0.461, 0.715, 0.412, 0.394, 0.383, 0.384, 0.406, -0.456, -0.405, -0.414, 0.209, -0.569, -0.358, 0.362, 0.369, 0.363, 0.225, 0.350, 0.364]}